Entry 1:
Below is a structure of composition C16H18BrMoN in a non-equilibrium geometry, with properties calculated with the ωB97M-V functional and the def2-TZVPD basis.

CARTESIAN COORDINATES (ANGSTROEM)
C1 2.254 -0.037 0.848
C2 1.201 -0.431 1.747
C3 0.661 -1.658 1.274
H1 0.865 0.092 2.680
C4 1.246 -2.002 -0.006
C5 2.242 -0.980 -0.294
H2 3.085 -1.156 -0.957
H3 3.006 0.730 1.015
H4 -0.015 -2.322 1.823
H5 1.197 -3.017 -0.472
Mo1 0.390 0.112 -0.303
Br1 -0.096 2.543 0.241
C6 0.737 2.396 -2.862
C7 1.828 1.646 -3.283
C8 2.964 1.972 -2.434
H6 1.855 0.931 -4.109
C9 2.557 2.923 -1.501
C10 1.171 3.242 -1.781
H7 0.597 4.025 -1.281
H8 -0.284 2.373 -3.259
H9 3.969 1.543 -2.536
H10 3.153 3.389 -0.694
C11 -1.798 -3.068 -0.519
C12 -2.194 -1.874 0.247
C13 -3.251 -1.981 1.170
C14 -3.305 -0.815 1.894
C15 -2.225 -0.002 1.467
C16 -1.849 1.195 2.208
N1 -1.589 -0.615 0.395
H11 -2.725 -3.649 -0.627
H12 -1.162 -3.763 0.052
H13 -1.354 -2.898 -1.499
H14 -3.826 -2.903 1.302
H15 -3.935 -0.505 2.733
H16 -2.601 1.965 2.021
H17 -1.910 0.957 3.280
H18 -0.860 1.642 2.024

The calculation puts the calculated total energy at -3317.25110 Eh. The charge is 0. For the LUMO energy (spin up / spin down), the calculation gives -0.94 / -1.25 eV. As for the expectation value of S²: 2.016. The relative energy (zero: lowest compared OMol25 entry of this formula, charge and spin) is 0.0 kcal per mole. The spin multiplicity is 3.



Entry 2:
Below is a structure of composition C16H18ClN3O in a non-equilibrium geometry, with properties calculated with the ωB97M-V functional and the def2-TZVPD basis.

CARTESIAN COORDINATES (ANGSTROEM)
O1 -2.508 -0.275 -3.810
C1 -1.551 -0.409 -3.130
N1 -1.669 -1.435 -2.136
C2 -0.763 -1.643 -0.999
C3 -1.002 -1.775 0.288
N2 -0.074 -2.168 1.108
N3 0.908 -2.081 0.396
C4 0.731 -1.932 -0.939
H1 1.418 -1.873 -1.705
C5 0.072 -2.504 2.412
C6 0.460 -1.503 3.296
C7 1.803 -1.393 3.995
C8 2.215 0.009 4.533
C9 1.218 0.891 4.578
C10 0.202 0.961 3.856
C11 -0.402 -0.120 3.305
H2 -1.274 -0.012 2.626
H3 -0.605 1.916 3.924
Cl1 1.771 2.273 5.327
H4 2.907 -0.157 5.207
H5 2.428 -2.166 3.941
H6 -1.028 -2.968 2.984
H7 0.747 -3.435 2.606
H8 -2.292 -1.926 0.935
H9 -2.344 -1.987 -2.005
C12 -0.263 0.398 -3.067
H10 0.631 -0.073 -3.102
C13 -0.249 1.265 -4.182
H11 -1.113 1.253 -4.757
H12 0.642 1.446 -4.692
C14 -0.414 2.683 -3.520
C15 0.414 2.665 -2.176
H13 -0.022 3.401 -1.477
C16 -0.088 1.392 -1.691
H14 0.590 0.913 -0.958
H15 -1.189 1.134 -1.220
H16 1.515 2.657 -2.399
H17 -0.301 3.637 -4.042
H18 -1.520 2.941 -3.308

The calculation puts the calculated total energy at -1319.76471 Eh. The charge is 0. For the LUMO energy, the calculation gives 0.01 eV. The relative energy (zero: lowest compared OMol25 entry of this formula, charge and spin) is 234.1 kcal per mole.



Entry 3:
Below is the molecule C16H18ClNS2 in a non-equilibrium geometry, with properties calculated with the ωB97M-V functional and the def2-TZVPD basis.

CARTESIAN COORDINATES (ANGSTROEM)
C1 1.808 -0.699 -3.182
C2 0.388 -1.296 -3.285
C3 0.500 -2.740 -3.720
C4 -0.431 -1.240 -1.946
C5 -0.898 0.153 -1.411
C6 -0.057 0.559 -0.208
N1 -0.545 0.488 1.002
C7 0.357 0.862 1.997
C8 0.066 0.835 3.485
C9 -1.252 0.668 3.979
C10 -1.497 0.570 5.334
C11 -0.460 0.586 6.229
Cl1 -0.739 0.386 7.970
C12 0.840 0.756 5.761
C13 1.120 0.943 4.411
C14 1.600 1.174 1.468
S1 1.624 1.120 -0.285
C15 -0.964 1.227 -2.483
C16 -1.627 0.731 -3.796
S2 -0.546 -0.483 -4.605
H1 1.753 0.372 -3.089
H2 2.329 -0.905 -4.099
H3 2.383 -1.170 -2.352
H4 -0.480 -3.230 -3.917
H5 1.084 -2.792 -4.657
H6 1.023 -3.298 -2.947
H7 -1.293 -1.899 -2.093
H8 0.129 -1.731 -1.136
H9 -1.943 -0.045 -1.118
H10 -2.080 0.639 3.269
H11 -2.537 0.515 5.618
H12 1.651 0.811 6.482
H13 2.172 1.141 4.159
H14 2.454 1.458 2.071
H15 -0.002 1.655 -2.673
H16 -1.573 2.049 -2.112
H17 -2.593 0.286 -3.597
H18 -1.762 1.545 -4.525

The calculation puts the calculated total energy at -1931.81775 Eh. The charge is 0. For the LUMO energy, the calculation gives 0.40 eV. The relative energy (zero: lowest compared OMol25 entry of this formula, charge and spin) is 13.7 kcal per mole. The SMILES is CC1(C)C[C@@H](c2nc(-c3ccc(Cl)cc3)cs2)CCS1.



Entry 4:
Below is a structure of composition C16H18N4O2PdS in a non-equilibrium geometry, with properties calculated with the ωB97M-V functional and the def2-TZVPD basis.

CARTESIAN COORDINATES (ANGSTROEM)
Pd1 -0.549 0.411 0.383
N1 -0.902 4.640 -0.228
C1 -0.927 3.279 -0.244
S1 0.263 2.485 0.771
N2 -1.765 2.694 -1.043
N3 -1.706 1.307 -0.970
C2 -2.332 0.680 -1.899
C3 -2.547 -0.745 -1.984
C4 -3.380 -1.191 -3.025
C5 -3.705 -2.516 -3.184
C6 -3.184 -3.442 -2.271
C7 -2.369 -3.040 -1.243
C8 -2.007 -1.684 -1.069
O1 -1.195 -1.398 -0.090
H1 -0.419 5.101 0.520
H2 -1.654 5.124 -0.686
H3 -2.799 1.307 -2.656
H4 -3.780 -0.452 -3.709
H5 -4.346 -2.837 -3.992
H6 -3.428 -4.492 -2.374
H7 -1.965 -3.752 -0.535
O2 1.858 -1.059 -0.307
C9 1.795 -2.300 0.389
C10 2.456 -2.107 1.742
C11 1.890 -0.898 2.497
C12 0.498 -1.129 3.014
C13 0.269 -1.993 4.084
C14 -1.013 -2.167 4.562
C15 -2.052 -1.464 3.967
C16 -1.753 -0.627 2.912
N4 -0.512 -0.463 2.444
H8 1.486 -1.182 -1.185
H9 2.323 -3.078 -0.173
H10 0.751 -2.606 0.510
H11 3.533 -1.982 1.619
H12 2.299 -3.019 2.326
H13 1.876 -0.030 1.838
H14 2.546 -0.661 3.338
H15 1.105 -2.514 4.532
H16 -1.204 -2.832 5.394
H17 -3.071 -1.556 4.312
H18 -2.525 -0.056 2.412

The calculation puts the calculated total energy at -1516.09918 Eh. The charge is 0. For the LUMO energy, the calculation gives 0.19 eV. The relative energy (zero: lowest compared OMol25 entry of this formula, charge and spin) is 3.1 kcal per mole.



Entry 5:
Below is a structure of composition C16H19AsBrN3NaPS4, with properties calculated with the ωB97M-V functional and the def2-TZVPD basis.

CARTESIAN COORDINATES (ANGSTROEM)
Na1 -0.636 -0.698 0.643
S1 -4.660 -3.703 -1.027
As1 -3.004 -2.488 -0.437
S2 -1.182 -2.940 -1.620
S3 -3.545 -0.332 -0.787
S4 -2.381 -2.571 1.645
Br1 1.307 2.549 0.116
C1 1.886 2.531 1.938
C2 2.393 3.702 2.424
C3 2.850 3.756 3.758
C4 2.794 2.637 4.535
C5 2.278 1.417 4.028
C6 2.256 0.257 4.837
C7 1.765 -0.909 4.319
C8 1.265 -0.957 2.997
C9 1.227 0.126 2.131
C10 1.777 1.325 2.692
H1 2.442 4.576 1.788
H2 3.245 4.687 4.150
H3 3.151 2.660 5.561
H4 2.626 0.317 5.856
H5 1.741 -1.805 4.933
H6 0.855 -1.915 2.682
C11 -0.399 0.039 -5.250
N1 0.576 0.712 -4.288
C12 0.191 2.184 -4.156
N2 -1.166 2.351 -3.789
C13 -2.018 1.676 -4.762
N3 -1.739 0.254 -4.865
C14 -2.128 -0.474 -3.634
P1 -1.226 0.033 -2.075
C15 0.501 0.044 -2.944
C16 -1.446 1.878 -2.404
H7 -0.157 -1.024 -5.236
H8 -0.193 0.473 -6.235
H9 1.512 0.663 -4.694
H10 0.386 2.632 -5.136
H11 0.858 2.606 -3.404
H12 -1.861 2.143 -5.742
H13 -3.057 1.804 -4.465
H14 -1.986 -1.547 -3.760
H15 -3.185 -0.294 -3.445
H16 0.797 -1.000 -3.066
H17 1.205 0.560 -2.287
H18 -0.810 2.447 -1.723
H19 -2.481 2.134 -2.169

The calculation puts the calculated total energy at -7691.57631 Eh. The charge is -2. For the LUMO energy, the calculation gives 3.33 eV.